Entry from the Open Molecules 2025 dataset: one molecule with the formula C22H25N3O3 (ωB97M-V with the def2-TZVPD basis set).

- multiplicity = 1
- highest occupied orbital energy (eV) = -8.41
- HOMO-LUMO gap (eV) = 8.7095
- energy (hartree) = -1243.40797
- SMILES = CC(=O)c1cccc(NC(=O)N2CCC[C@@H]2C(=O)Nc2c(C)cccc2C)c1

Each atom is followed by the atoms it is bonded to, with distances in Å.
Cartesian coordinates (Å):
1 C -4.4465 -2.9001 -3.4587  C2 1.510, H51 1.087, H52 1.087, H53 1.088
2 C -3.3321 -2.2148 -2.7055  C1 1.510, O3 1.209, C4 1.488
3 O -2.2649 -2.7526 -2.5190  C2 1.209
4 C -3.6086 -0.8423 -2.2012  C2 1.488, C5 1.392, C9 1.393
5 C -2.7442 -0.3362 -1.2347  C4 1.392, C6 1.389, H50 1.077
6 C -2.9196 0.9443 -0.7272  C5 1.389, C7 1.395, N13 1.393
7 C -3.9722 1.7234 -1.2087  C6 1.395, C8 1.382, H12 1.082
8 C -4.8302 1.2217 -2.1690  C7 1.382, C9 1.383, H11 1.080
9 C -4.6612 -0.0574 -2.6673  C4 1.393, C8 1.383, H10 1.078
10 H -5.3359 -0.4250 -3.4234  C9 1.078
11 H -5.6392 1.8382 -2.5322  C8 1.080
12 H -4.1147 2.7260 -0.8289  C7 1.082
13 N -2.0680 1.5096 0.2198  C6 1.393, C14 1.377, H49 1.008
14 C -1.0979 0.8782 0.9656  N13 1.377, O15 1.222, N16 1.354
15 O -0.9280 -0.3324 0.9737  C14 1.222
16 N -0.3221 1.7068 1.7039  C14 1.354, C17 1.452, C22 1.461
17 C -0.4277 3.1510 1.8050  N16 1.452, C18 1.529, H47 1.095, H48 1.100
18 C 0.7260 3.5407 2.7294  C17 1.529, H19 1.088, C20 1.526, H46 1.089
19 H 0.5139 4.4479 3.2909  C18 1.088
20 C 0.8913 2.3110 3.6185  C18 1.526, H21 1.087, C22 1.525, H45 1.091
21 H 1.8837 2.2591 4.0593  C20 1.087
22 C 0.6646 1.1666 2.6360  N16 1.461, C20 1.525, H23 1.095, C24 1.550
23 H 0.2631 0.2621 3.1048  C22 1.095
24 C 1.9742 0.8023 1.8910  C22 1.550, O25 1.214, N26 1.344
25 O 2.9663 1.4991 1.9571  C24 1.214
26 N 1.8621 -0.3421 1.1944  C24 1.344, C27 1.415, H44 1.020
27 C 2.8708 -0.9213 0.3893  N26 1.415, C28 1.396, C32 1.399
28 C 4.1177 -1.2436 0.9293  C27 1.396, C29 1.389, C40 1.496
29 C 5.0703 -1.8168 0.0960  C28 1.389, C30 1.381, H39 1.080
30 C 4.7902 -2.0864 -1.2293  C29 1.381, C31 1.383, H38 1.080
31 C 3.5401 -1.7909 -1.7428  C30 1.383, C32 1.386, H37 1.080
32 C 2.5678 -1.2069 -0.9468  C27 1.399, C31 1.386, C33 1.498
33 C 1.2150 -0.8835 -1.5036  C32 1.498, H34 1.090, H35 1.087, H36 1.090
34 H 0.9673 0.1648 -1.3360  C33 1.090
35 H 1.1821 -1.0827 -2.5713  C33 1.087
36 H 0.4463 -1.4895 -1.0244  C33 1.090
37 H 3.3147 -2.0115 -2.7760  C31 1.080
38 H 5.5423 -2.5352 -1.8613  C30 1.080
39 H 6.0409 -2.0632 0.5015  C29 1.080
40 C 4.4277 -1.0076 2.3735  C28 1.496, H41 1.090, H42 1.090, H43 1.087
41 H 3.5969 -1.3277 3.0016  C40 1.090
42 H 4.5847 0.0559 2.5526  C40 1.090
43 H 5.3239 -1.5495 2.6652  C40 1.087
44 H 0.9175 -0.7058 1.0680  N26 1.020
45 H 0.1386 2.2927 4.4075  C20 1.091
46 H 1.6381 3.6818 2.1510  C18 1.089
47 H -0.3366 3.6239 0.8220  C17 1.095
48 H -1.3907 3.4340 2.2539  C17 1.100
49 H -2.2364 2.4856 0.4094  N13 1.008
50 H -1.9425 -0.9616 -0.8797  C5 1.077
51 H -4.1803 -3.9407 -3.6250  C1 1.087
52 H -5.3780 -2.8413 -2.9013  C1 1.087
53 H -4.5853 -2.4159 -4.4236  C1 1.088

Results of the Löwdin charge analysis, in e, for atoms 1 through 8:
1 C -0.016
2 C -0.400
3 O 0.093
4 C -0.147
5 C 0.059
6 C -0.204
7 C -0.020
8 C -0.075